Here is 7 unconnected molecules or ions with the total composition C23H45F2NO22S from OMol25. Energies are from wB97M-V/def2-TZVPD.

```
94
Properties=species:S:1:pos:R:3:forces:R:3
C -0.467 -2.487 2.014 0.4 0.1 -0.7
O -0.858 -1.947 3.338 1.1 -2.4 1.3
C -0.835 -2.975 4.312 -5.5 -1.6 -0.2
O -1.921 -3.556 4.569 4.6 2.1 -0.7
N 0.366 -3.473 5.027 1.0 2.6 -1.5
C 1.259 -4.318 4.155 1.6 -1.1 -0.5
C 0.548 -5.595 3.508 0.0 -0.6 -0.2
C 0.609 -6.927 4.393 0.4 -0.4 -1.0
F 1.280 -5.879 2.273 -1.0 0.6 1.7
S 1.363 -2.107 5.502 2.9 2.2 6.7
O 2.660 -2.562 6.131 -3.6 0.3 -3.5
O 0.651 -1.268 6.536 0.7 -2.1 -4.7
F 1.813 -1.184 4.152 -1.2 -1.9 1.9
H 0.648 -2.280 1.902 -1.5 -0.4 -0.2
H -1.060 -1.920 1.224 0.8 -0.7 1.2
H -0.714 -3.604 1.923 0.4 1.7 0.2
H 1.774 -3.629 3.391 -0.9 -1.5 0.7
H 2.097 -4.720 4.840 -1.4 0.8 -1.0
H -0.535 -5.441 3.190 1.5 0.2 0.4
H 0.700 -6.749 5.517 -0.3 -0.1 -1.6
H -0.293 -7.591 4.116 1.4 1.2 0.8
H 1.533 -7.517 4.024 -1.3 1.1 0.8
C 7.522 -6.932 0.158 0.4 0.1 0.2
O 6.352 -7.330 -0.553 -0.4 0.1 0.0
C 5.218 -6.763 -0.109 0.0 -0.1 -0.1
O 5.127 -5.979 0.804 0.0 -0.3 -0.3
O 4.202 -7.221 -0.860 0.4 0.1 0.1
C 2.925 -6.698 -0.497 -0.4 0.1 0.1
H 8.374 -7.449 -0.284 -0.3 -0.1 -0.1
H 7.684 -5.856 0.062 -0.1 -0.1 0.1
H 7.451 -7.219 1.210 -0.1 0.2 -0.1
H 2.904 -5.613 -0.620 0.1 -0.1 0.2
H 2.671 -6.976 0.528 0.1 0.2 -0.1
H 2.183 -7.134 -1.167 0.3 -0.1 -0.1
C 0.587 -2.908 -4.040 -0.2 -0.3 -0.2
O 1.327 -1.740 -3.687 0.0 0.2 0.4
C 1.210 -1.383 -2.397 0.2 0.2 -0.1
O 0.556 -1.955 -1.560 0.2 0.1 -0.2
O 1.950 -0.280 -2.202 -0.2 -0.4 -0.2
C 1.920 0.217 -0.864 0.1 0.3 0.5
H 0.755 -3.101 -5.100 0.1 0.2 0.1
H 0.937 -3.772 -3.472 -0.1 0.1 0.1
H -0.482 -2.749 -3.883 0.1 -0.1 0.1
H 2.323 -0.524 -0.169 -0.2 0.0 -0.1
H 0.903 0.500 -0.581 0.1 -0.2 0.0
H 2.549 1.106 -0.824 0.0 -0.1 -0.3
C -5.224 0.970 -1.454 -0.4 0.1 -0.3
O -3.986 0.721 -0.789 0.1 -0.1 0.5
C -4.081 0.669 0.550 0.1 0.0 -0.1
O -5.091 0.812 1.195 0.4 -0.1 -0.3
O -2.855 0.431 1.045 -0.3 0.1 -0.3
C -2.803 0.350 2.470 0.1 0.0 0.5
H -5.029 0.991 -2.527 0.2 0.0 0.2
H -5.939 0.171 -1.249 0.0 0.2 0.1
H -5.632 1.939 -1.159 0.0 -0.2 0.1
H -3.422 -0.475 2.832 0.0 0.2 0.0
H -3.115 1.294 2.922 -0.1 -0.2 -0.1
H -1.770 0.156 2.757 -0.1 0.0 -0.3
C 3.324 2.724 -4.856 -0.2 -0.4 -0.2
O 4.066 3.893 -4.506 0.0 0.2 0.4
C 3.950 4.252 -3.218 0.1 0.1 -0.2
O 3.295 3.682 -2.379 0.2 0.2 -0.2
O 4.691 5.356 -3.025 -0.2 -0.4 -0.2
C 4.661 5.852 -1.688 0.0 0.2 0.4
H 3.491 2.529 -5.916 0.1 0.3 0.1
H 3.673 1.861 -4.286 -0.2 0.1 0.1
H 2.255 2.885 -4.698 0.1 -0.1 0.1
H 5.064 5.113 -0.993 -0.2 0.0 -0.1
H 3.645 6.136 -1.405 0.1 -0.1 0.0
H 5.291 6.742 -1.647 0.0 -0.1 -0.3
C -8.513 3.406 -6.281 0.2 0.0 -0.4
O -9.383 3.533 -5.159 0.1 -0.1 0.4
C -8.905 2.990 -4.027 -0.2 0.1 0.0
O -7.843 2.430 -3.902 -0.3 0.2 0.0
O -9.816 3.179 -3.058 0.2 0.0 -0.4
C -9.438 2.648 -1.789 0.1 -0.1 0.4
H -8.999 3.878 -7.135 -0.2 0.0 0.3
H -7.566 3.919 -6.096 0.0 -0.2 0.0
H -8.342 2.354 -6.519 0.1 0.1 0.1
H -8.529 3.130 -1.424 0.0 -0.2 -0.1
H -9.304 1.565 -1.848 0.1 0.1 0.0
H -10.246 2.857 -1.086 0.0 0.1 -0.3
C 1.102 6.013 0.390 -0.2 -0.4 -0.2
O 1.842 7.181 0.744 0.1 0.2 0.4
C 1.724 7.538 2.034 0.0 0.0 0.0
O 1.069 6.967 2.870 0.3 0.2 -0.3
O 2.465 8.642 2.229 -0.2 -0.3 -0.2
C 2.434 9.138 3.566 0.0 0.2 0.4
H 1.270 5.819 -0.670 0.1 0.2 0.1
H 1.451 5.149 0.958 -0.1 0.1 0.0
H 0.032 6.172 0.546 0.1 -0.1 0.1
H 2.836 8.397 4.261 -0.2 0.0 -0.1
H 1.418 9.421 3.849 0.1 -0.2 0.0
H 3.064 10.027 3.607 0.0 -0.1 -0.3
```
Positions in Å, forces in eV/Å.

The calculation puts the HOMO-LUMO gap at 10.20 eV. The calculation puts the calculated total energy at -3211.23959 Ha. As for the SMILES: COC(=O)N(C[C@H](C)F)S(=O)(=O)F.COC(=O)OC.COC(=O)OC.COC(=O)OC.COC(=O)OC.COC(=O)OC.COC(=O)OC. The LUMO energy comes out at -0.701 eV. Its net charge is 0.

Mulliken atomic charge list, values in e, 8 entries: -0.3053, -0.1892, 0.2289, -0.4971, 0.0650, -0.8543, 0.4289, -1.1856

Here is 3 unconnected molecules or ions with the total composition C23H45F3N3O from OMol25. Energies are from wB97M-V/def2-TZVPD.

```
75
Properties=species:S:1:pos:R:3:forces:R:3
C 5.060 -3.633 -0.678 -0.5 0.1 0.1
C 3.909 -3.522 -1.027 0.0 0.9 0.1
C 2.506 -3.183 -1.379 0.2 -1.1 0.3
C 1.533 -3.461 -0.203 -1.4 0.7 -1.4
C 1.289 -2.159 0.618 1.4 -1.3 0.7
C 2.167 -2.146 1.920 0.1 -0.2 -0.4
C 3.435 -1.265 1.837 -0.9 0.0 0.9
C 3.164 0.221 1.481 0.9 -0.2 0.6
N 4.238 0.741 0.598 -0.6 1.1 0.1
C 3.891 0.807 -0.754 0.3 -0.5 -0.8
N 4.320 -0.070 -1.562 -0.1 -0.2 -0.1
N 3.099 1.899 -1.205 0.0 -0.1 1.0
C 0.211 -3.976 -0.744 2.2 -0.9 2.1
O -0.837 -2.951 -1.109 -0.3 -0.4 -0.4
C -0.629 -2.277 -2.207 -1.4 0.1 0.5
F -0.012 -1.102 -2.020 0.7 0.5 -0.1
F -1.846 -1.933 -2.724 -0.3 0.2 -0.3
F 0.002 -2.929 -3.177 0.6 -0.2 -0.5
H 5.985 -3.549 -0.167 0.2 -0.3 -0.2
H 2.246 -3.846 -2.216 -0.1 0.1 0.0
H 2.459 -2.147 -1.757 0.3 0.0 0.0
H 0.247 -2.072 0.941 0.0 0.2 -0.4
H 1.625 -1.320 -0.011 -0.6 0.2 0.2
H 2.506 -3.181 2.033 -0.1 0.1 0.1
H 1.565 -1.933 2.818 0.1 0.3 -0.2
H 3.889 -1.270 2.842 0.1 -0.1 -0.2
H 4.150 -1.761 1.175 -0.2 0.3 -0.3
H 2.169 0.375 1.059 0.2 0.0 -0.3
H 3.205 0.812 2.406 -0.2 -0.1 -0.1
H 5.078 0.195 0.717 -0.1 -0.2 -0.2
H 3.981 0.153 -2.498 0.3 0.0 -0.1
H 2.181 1.596 -1.503 0.0 0.1 -0.1
H 3.039 2.593 -0.470 -0.3 0.0 -0.1
H -0.243 -4.526 0.086 -0.8 0.4 -0.3
H 0.362 -4.719 -1.535 -0.2 0.4 -0.3
C 0.177 4.623 5.737 0.1 -0.1 0.1
C 1.659 4.965 5.857 -0.1 0.1 0.0
C 2.174 5.836 4.712 0.1 0.0 0.0
C 2.089 5.198 3.324 -0.1 0.0 0.0
C 2.823 3.866 3.177 0.1 0.1 -0.1
C 4.327 3.977 3.398 0.0 -0.2 0.1
H -0.032 4.043 4.837 0.0 0.0 0.0
H -0.146 4.028 6.593 -0.1 0.0 0.0
H -0.430 5.530 5.711 0.0 0.0 0.0
H 2.244 4.044 5.927 0.0 0.0 0.0
H 1.819 5.502 6.796 0.0 0.0 0.0
H 3.211 6.116 4.921 0.0 0.0 0.0
H 1.608 6.774 4.697 0.0 0.0 0.0
H 2.490 5.907 2.592 0.0 0.0 0.0
H 1.039 5.053 3.053 0.0 0.0 0.0
H 2.648 3.484 2.167 0.0 -0.1 0.0
H 2.405 3.122 3.860 0.0 0.0 0.0
H 4.773 4.682 2.693 0.0 0.0 0.0
H 4.805 3.007 3.248 0.0 0.0 0.0
H 4.564 4.307 4.411 0.0 0.0 0.0
C -7.859 -0.741 -5.327 -0.1 -0.1 0.0
C -7.772 -1.638 -4.096 0.0 0.2 0.0
C -6.661 -1.232 -3.127 0.0 -0.1 0.0
C -5.243 -1.308 -3.697 0.0 0.1 -0.1
C -4.830 -2.680 -4.226 0.1 0.0 0.1
C -4.814 -3.761 -3.150 0.0 0.0 -0.1
H -6.946 -0.784 -5.923 0.0 0.0 0.0
H -8.686 -1.054 -5.968 0.0 0.1 0.0
H -8.033 0.298 -5.039 0.0 0.0 0.0
H -7.643 -2.678 -4.408 0.0 0.0 0.0
H -8.727 -1.594 -3.564 0.0 -0.1 0.0
H -6.728 -1.858 -2.233 0.0 0.0 0.0
H -6.844 -0.206 -2.789 0.0 0.0 0.0
H -4.540 -1.004 -2.916 0.0 0.0 0.0
H -5.133 -0.573 -4.500 0.0 0.0 0.0
H -3.827 -2.598 -4.650 0.0 0.0 0.0
H -5.486 -2.987 -5.047 0.0 0.0 0.0
H -4.130 -3.494 -2.343 0.0 0.0 0.0
H -4.481 -4.711 -3.571 0.0 0.0 0.1
H -5.807 -3.922 -2.723 0.0 0.0 0.0
```
Positions in Å, forces in eV/Å.

The calculation puts the HOMO-LUMO gap at 4.77 eV. The calculation puts the calculated total energy at -1442.38217 Ha. The LUMO energy comes out at 2.521 eV. Its net charge is -1.

Mulliken atomic charge list, values in e, 8 entries: -0.2717, -0.8614, 0.1068, -0.0890, -0.1847, -1.1999, -0.3907, -0.4447